Formula: C35H88CaN3O13
Source: the OMol25 dataset
Level of theory: wB97M-V/def2-TZVPD

Calculated values
electronic energy	-87244.9491	eV
net charge	+1
HOMO-LUMO gap	7.266	eV

```
140
Properties=species:S:1:pos:R:3:mulliken_charge:R:1
Ca 22.827 -10.764 -33.239 1.62
C 18.634 -10.269 -31.970 1.20
C 20.038 -10.613 -32.375 0.08
O 20.289 -10.990 -33.545 -0.06
O 21.001 -10.397 -31.565 0.59
H 18.462 -10.505 -30.922 -0.60
H 17.900 -10.814 -32.564 -0.46
H 18.467 -9.204 -32.131 -0.43
C 23.611 -15.978 -37.610 -0.90
O 22.296 -16.078 -37.116 -0.13
C 21.501 -16.962 -37.908 -0.95
C 20.070 -16.811 -37.487 -0.22
N 19.868 -17.441 -36.182 -0.34
C 18.520 -17.226 -35.649 -1.25
C 18.383 -15.887 -34.955 0.68
O 19.325 -15.853 -33.903 -0.54
C 19.258 -14.688 -33.128 0.33
H 24.135 -16.940 -37.565 0.35
H 24.153 -15.274 -36.977 0.20
H 23.618 -15.613 -38.642 0.37
H 21.837 -17.987 -37.705 0.37
H 21.636 -16.762 -38.977 0.48
H 19.438 -17.298 -38.231 0.49
H 19.843 -15.733 -37.487 0.09
H 20.536 -17.020 -35.544 0.29
H 18.291 -18.025 -34.944 0.42
H 17.813 -17.268 -36.479 0.42
H 17.366 -15.743 -34.561 0.21
H 18.559 -15.072 -35.670 -0.33
H 18.342 -14.612 -32.530 0.47
H 19.415 -13.788 -33.735 -0.23
H 20.079 -14.757 -32.406 -0.42
C 18.277 -12.019 -28.702 0.12
O 18.458 -13.385 -28.416 -0.50
C 18.984 -14.070 -29.537 1.10
C 19.475 -15.440 -29.131 -1.18
N 18.453 -16.486 -29.271 -0.23
C 17.244 -16.202 -28.515 -0.16
C 16.276 -17.352 -28.581 -0.80
O 16.781 -18.384 -27.763 -0.30
C 15.929 -19.521 -27.737 -0.73
H 17.801 -11.557 -27.836 0.35
H 17.576 -11.896 -29.539 -0.17
H 19.230 -11.512 -28.881 0.14
H 19.822 -13.495 -29.964 -0.64
H 18.206 -14.147 -30.310 0.19
H 19.853 -15.355 -28.101 0.45
H 20.319 -15.718 -29.768 0.33
H 18.843 -17.324 -28.848 0.25
H 16.779 -15.282 -28.878 0.19
H 17.416 -16.008 -27.443 0.24
H 16.088 -17.712 -29.601 0.37
H 15.299 -17.007 -28.199 0.40
H 15.820 -19.934 -28.744 0.30
H 14.943 -19.247 -27.349 0.29
H 16.411 -20.243 -27.086 0.24
C 24.732 -8.511 -30.920 -1.00
O 23.965 -9.708 -31.087 0.21
C 24.432 -10.741 -30.223 -1.16
C 23.514 -11.921 -30.356 -0.03
N 23.608 -12.449 -31.751 -0.41
C 22.724 -13.624 -31.925 -0.32
C 22.763 -14.039 -33.379 -0.85
O 22.144 -12.987 -34.140 -0.11
C 21.855 -13.417 -35.474 -0.69
H 25.790 -8.713 -31.115 0.30
H 24.624 -8.134 -29.902 0.34
H 24.361 -7.773 -31.624 0.21
H 24.442 -10.400 -29.184 0.47
H 25.465 -11.011 -30.487 0.43
H 22.491 -11.640 -30.121 -0.11
H 23.837 -12.693 -29.649 0.55
H 24.571 -12.771 -31.834 0.27
H 21.703 -13.332 -31.683 -0.39
H 23.080 -14.465 -31.324 0.65
H 22.195 -14.953 -33.562 0.44
H 23.801 -14.160 -33.716 0.50
H 22.773 -13.563 -36.051 0.16
H 21.247 -12.644 -35.946 0.30
H 21.291 -14.351 -35.465 0.13
C 16.724 -6.829 -32.046 -1.04
C 15.736 -8.001 -31.965 1.14
C 15.642 -8.547 -30.556 -0.87
O 14.479 -7.580 -32.470 -0.58
H 17.744 -7.148 -31.814 -0.01
H 16.437 -6.047 -31.336 0.40
H 16.718 -6.390 -33.043 0.30
H 16.134 -8.763 -32.639 -0.35
H 15.147 -9.519 -30.583 0.14
H 15.080 -7.876 -29.901 0.52
H 16.612 -8.674 -30.071 0.02
H 14.097 -6.974 -31.827 0.38
C 13.198 -13.382 -32.187 -1.58
C 14.640 -13.108 -32.562 0.28
C 15.511 -12.838 -31.355 0.04
O 15.168 -14.220 -33.317 -0.43
H 12.562 -13.369 -33.074 0.40
H 12.789 -12.612 -31.526 0.36
H 13.064 -14.341 -31.680 0.40
H 14.663 -12.272 -33.262 0.28
H 16.565 -12.770 -31.627 -0.40
H 15.422 -13.658 -30.634 0.21
H 15.185 -11.925 -30.850 0.12
H 14.932 -15.012 -32.822 0.34
C 23.020 -6.609 -33.848 -1.69
C 21.993 -7.676 -33.470 2.55
C 20.585 -7.112 -33.497 -1.36
O 22.101 -8.785 -34.397 -0.55
H 22.847 -6.275 -34.873 0.45
H 24.038 -6.993 -33.764 0.42
H 22.916 -5.727 -33.215 0.37
H 22.225 -8.046 -32.468 -1.47
H 20.338 -6.678 -32.526 0.32
H 19.850 -7.890 -33.704 0.14
H 20.478 -6.310 -34.229 0.46
H 21.753 -8.508 -35.251 0.26
C 17.221 -10.868 -37.450 -1.72
C 17.718 -10.959 -36.028 1.07
C 17.218 -12.237 -35.344 -0.03
O 19.149 -11.043 -36.063 -0.62
H 17.565 -9.948 -37.926 0.41
H 16.135 -10.907 -37.500 0.39
H 17.630 -11.720 -37.995 0.37
H 17.426 -10.110 -35.398 -0.03
H 17.804 -13.070 -35.733 -0.21
H 16.160 -12.473 -35.450 0.49
H 17.468 -12.231 -34.277 -0.42
H 19.433 -10.886 -35.146 0.04
C 21.346 -7.595 -29.484 -0.59
C 20.864 -8.578 -28.420 0.52
C 19.375 -8.406 -28.165 -1.00
O 21.149 -9.916 -28.802 -0.56
H 22.349 -7.895 -29.801 -0.27
H 21.397 -6.575 -29.106 0.57
H 20.721 -7.647 -30.380 -0.21
H 21.387 -8.370 -27.486 0.40
H 18.802 -8.543 -29.087 -0.17
H 19.152 -7.409 -27.778 0.51
H 19.024 -9.132 -27.431 0.30
H 20.900 -10.025 -29.736 -0.21
```

=====

Formula: C35H93ClN7O14
Source: the OMol25 dataset
Level of theory: wB97M-V/def2-TZVPD

Calculated values
electronic energy	-89403.8894	eV
net charge	-1
HOMO-LUMO gap	7.458	eV

```
150
Properties=species:S:1:pos:R:3:mulliken_charge:R:1
Cl -1.645 -0.721 1.109 1.61
O -2.164 -1.083 2.354 -0.64
O -0.627 -1.680 0.742 -0.66
O -2.753 -0.798 0.221 -0.68
O -1.227 0.625 1.054 -0.63
C 1.200 9.121 -1.383 -1.24
C 0.687 7.667 -1.394 0.58
C -0.756 7.527 -1.728 -1.30
O 1.389 6.908 -2.375 -0.56
H 0.867 9.662 -0.498 0.36
H 0.846 9.655 -2.265 0.31
H 2.289 9.082 -1.386 0.31
H 0.868 7.281 -0.390 0.17
H -1.329 8.125 -1.020 0.33
H -1.139 6.511 -1.630 0.39
H -1.058 7.936 -2.692 0.32
H 1.040 6.014 -2.372 0.33
C -4.212 -5.453 -7.096 -0.76
O -2.889 -4.983 -7.501 -0.28
C -2.065 -4.717 -6.361 -0.66
C -0.555 -4.522 -6.718 -0.54
N -0.363 -3.456 -7.696 -0.33
C 0.018 -3.848 -9.038 -0.71
C 1.242 -4.739 -9.336 -0.30
O 0.977 -5.345 -10.560 -0.30
C 2.163 -5.874 -11.266 -0.74
H -4.168 -6.489 -6.760 0.29
H -4.926 -5.366 -7.915 0.24
H -4.592 -4.804 -6.307 0.32
H -2.045 -5.587 -5.704 0.43
H -2.431 -3.877 -5.770 0.40
H -0.267 -5.549 -6.941 0.29
H -0.048 -4.137 -5.834 0.28
H -1.326 -3.174 -7.814 0.24
H 0.174 -2.922 -9.591 0.28
H -0.960 -4.167 -9.399 0.37
H 1.563 -5.451 -8.576 0.35
H 2.029 -3.988 -9.398 0.29
H 1.879 -6.341 -12.209 0.25
H 2.721 -6.637 -10.723 0.30
H 2.865 -5.057 -11.430 0.32
C -7.103 7.886 3.057 -0.79
O -6.854 6.635 3.610 -0.33
C -7.633 5.535 3.130 -0.36
C -6.599 4.352 2.823 -0.69
N -6.374 3.579 4.081 -0.43
C -7.648 2.875 4.354 -0.54
C -7.422 2.032 5.588 -0.69
O -7.274 2.913 6.713 -0.29
C -7.006 2.151 7.915 -0.79
H -7.232 8.505 3.945 0.26
H -8.100 8.043 2.645 0.35
H -6.302 8.358 2.487 0.25
H -8.139 5.773 2.194 0.36
H -8.535 5.269 3.680 0.31
H -5.657 4.781 2.481 0.33
H -6.882 3.653 2.036 0.44
H -5.762 2.821 3.813 0.28
H -7.829 2.138 3.571 0.39
H -8.475 3.569 4.502 0.26
H -6.495 1.461 5.530 0.36
H -8.250 1.345 5.761 0.43
H -7.014 2.796 8.793 0.25
H -6.092 1.564 8.008 0.31
H -7.836 1.457 8.046 0.31
C 6.109 3.601 3.029 -1.41
C 5.338 3.582 4.363 0.31
C 6.018 4.273 5.597 -0.74
O 5.058 4.247 6.651 -0.28
C 5.682 4.611 7.911 -0.75
N 4.016 4.144 4.066 -0.64
H 6.926 2.890 2.914 0.32
H 6.525 4.600 2.896 0.35
H 5.465 3.392 2.175 0.41
H 5.160 2.564 4.711 0.29
H 6.360 5.284 5.379 0.36
H 6.983 3.810 5.803 0.40
H 5.767 5.697 7.916 0.28
H 6.592 4.064 8.157 0.31
H 4.935 4.295 8.639 0.26
H 3.813 3.687 3.189 0.26
H 4.307 5.088 3.858 0.28
C -0.234 -5.592 8.271 -1.52
C -0.030 -4.323 9.183 0.45
C 1.385 -3.716 9.357 -0.54
O 1.386 -2.454 9.970 -0.37
C 1.347 -2.427 11.358 -0.69
N -0.999 -3.289 8.874 -0.61
H 0.410 -6.421 8.565 0.39
H 0.129 -5.436 7.255 0.39
H -1.271 -5.927 8.238 0.37
H -0.295 -4.672 10.181 0.14
H 1.634 -3.542 8.311 0.31
H 2.080 -4.395 9.852 0.33
H 2.332 -2.747 11.699 0.30
H 0.585 -3.058 11.814 0.29
H 1.135 -1.386 11.601 0.24
H -0.654 -2.406 9.221 0.27
H -1.155 -3.284 7.876 0.25
C 5.927 -4.972 2.888 -1.39
C 6.091 -5.865 4.169 0.30
C 6.596 -7.268 3.909 -0.58
O 6.151 -7.995 5.043 -0.34
C 6.835 -9.248 5.255 -0.74
N 6.970 -5.037 4.985 -0.61
H 5.932 -3.894 3.046 0.40
H 4.997 -5.247 2.391 0.33
H 6.708 -5.206 2.164 0.30
H 5.139 -5.667 4.663 0.37
H 7.670 -7.283 3.722 0.34
H 6.095 -7.748 3.068 0.37
H 6.926 -9.783 4.310 0.32
H 6.188 -9.762 5.965 0.24
H 7.776 -9.165 5.797 0.28
H 6.659 -4.985 5.944 0.23
H 7.947 -5.290 5.015 0.19
C -7.683 1.550 -5.232 -1.33
C -6.376 0.916 -5.690 0.65
C -6.187 0.805 -7.214 -0.88
O -4.995 0.293 -7.627 -0.29
C -5.117 0.161 -9.100 -0.81
N -5.302 1.795 -5.211 -0.72
H -8.459 0.788 -5.152 0.37
H -8.004 2.419 -5.807 0.33
H -7.567 1.817 -4.182 0.34
H -6.280 -0.058 -5.210 0.27
H -6.557 1.719 -7.679 0.38
H -7.051 0.156 -7.357 0.31
H -5.790 -0.633 -9.425 0.34
H -4.070 0.122 -9.401 0.28
H -5.594 0.913 -9.728 0.34
H -5.158 1.647 -4.222 0.22
H -4.418 1.809 -5.700 0.22
C 4.634 -0.507 -5.019 -1.40
C 4.263 0.966 -5.026 0.44
C 4.731 1.706 -6.283 -0.68
O 6.181 1.537 -6.584 -0.32
C 6.651 2.292 -7.708 -0.76
N 2.865 1.144 -5.002 -0.69
H 5.708 -0.644 -5.144 0.37
H 4.346 -1.095 -5.891 0.33
H 4.274 -1.089 -4.171 0.36
H 4.846 1.479 -4.261 0.28
H 4.464 2.762 -6.254 0.39
H 4.186 1.268 -7.119 0.29
H 7.740 2.249 -7.731 0.28
H 6.186 3.266 -7.863 0.29
H 6.554 1.813 -8.682 0.30
H 2.391 0.474 -5.590 0.24
H 2.390 0.984 -4.125 0.28
```